Molecular formula: C4H5IN2O
Method: DFT, ωB97M-V/def2-TZVPD

Geometry as ORCA input:
```
! wB97M-V def2-TZVPD RIJCOSX def2/J DEFGRID3
* xyz 0 1
C -0.515 1.509 0.001
C 0.490 -0.700 -0.688
C 0.613 0.167 1.672
C -0.135 0.191 0.389
N -0.784 2.516 -0.431
N -0.132 -0.613 -1.869
O 1.437 -1.406 -0.369
I -2.594 -0.734 0.238
H 1.510 -0.436 1.403
H 0.922 1.163 1.788
H 0.096 -0.349 2.495
H -0.995 -0.171 -2.016
H 0.086 -1.135 -2.612
*
```

Calculated values
Energy above the lowest of the compared OMol25 structures with the same formula, charge and spin: 63.3 kJ/mol
DFT total energy: -17356.0021 eV
HOMO-LUMO gap: 7.65 eV
Highest occupied orbital energy: -0.366 Eh

***

Molecular formula: C5H14NO2
Method: DFT, ωB97M-V/def2-TZVPD

Geometry as ORCA input:
```
! wB97M-V def2-TZVPD RIJCOSX def2/J DEFGRID3
* xyz 1 1
C 1.033 -1.499 0.097
C 0.219 0.459 -1.491
C 2.108 0.832 0.384
C -2.522 0.005 0.470
C 0.867 0.101 -0.108
N -0.136 0.391 0.937
O -2.395 -1.097 -0.283
O -2.726 1.163 -0.096
H 2.023 -1.695 -0.091
H 0.728 -1.648 1.148
H 0.434 -1.872 -0.752
H -0.037 1.449 -1.390
H -0.570 -0.100 -1.838
H 1.041 0.300 -2.197
H 2.111 1.797 0.038
H 2.145 0.753 1.578
H 2.979 0.510 -0.093
H -2.439 -0.229 1.570
H -0.115 -0.198 1.737
H -0.057 1.345 1.225
H -1.915 -1.772 0.225
H -2.778 1.007 -1.069
*
```

Calculated values
Energy above the lowest of the compared OMol25 structures with the same formula, charge and spin: 359.8 kJ/mol
DFT total energy: -10988.0751 eV
HOMO-LUMO gap: 9.26 eV
Highest occupied orbital energy: -0.509 Eh

***

Molecular formula: C4H6O2
Method: DFT, ωB97M-V/def2-TZVPD

Geometry as ORCA input:
```
! wB97M-V def2-TZVPD RIJCOSX def2/J DEFGRID3
* xyz 0 1
O 1.862 -0.366 -0.614
C 1.019 0.637 -0.184
C -0.017 0.461 0.897
C -0.945 -0.570 0.317
C -0.726 -0.117 -1.134
O -1.456 -0.241 -2.061
H 1.689 1.488 0.074
H -0.513 1.441 0.913
H 0.372 0.248 1.892
H -0.585 -1.592 0.481
H -1.997 -0.505 0.607
H 1.294 -0.884 -1.190
*
```

Calculated values
Energy above the lowest of the compared OMol25 structures with the same formula, charge and spin: 349.4 kJ/mol
DFT total energy: -8336.8399 eV
HOMO-LUMO gap (spin up / spin down): 8.63 / 8.63 eV
Highest occupied orbital energy (spin up / spin down): -0.304 / -0.304 Eh

***

Molecular formula: C4H6ClEuFO3
Method: DFT, ωB97M-V/def2-TZVPD

Geometry as ORCA input:
```
! wB97M-V def2-TZVPD RIJCOSX def2/J DEFGRID3
* xyz 2 8
O -1.723 1.717 0.936
C -1.803 1.132 -0.029
O -1.633 1.804 -1.207
F -2.127 1.026 -2.238
O -1.941 -0.175 -0.156
C -0.835 -0.876 0.389
C 0.360 -0.915 -0.564
C 1.448 0.086 -0.258
Cl 2.022 -0.003 1.509
H -0.597 -0.441 1.355
H -1.166 -1.882 0.547
H 0.737 -1.922 -0.638
H 0.020 -0.636 -1.553
H 2.316 -0.119 -0.860
H 1.079 1.080 -0.447
Eu 3.844 0.123 3.214
*
```

Calculated values
DFT total energy: -44934.2919 eV
HOMO-LUMO gap (spin up / spin down): 6.98 / 7.21 eV
Highest occupied orbital energy (spin up / spin down): -0.622 / -0.622 Eh

***

Molecular formula: C4H8N2O2
Method: DFT, ωB97M-V/def2-TZVPD

Geometry as ORCA input:
```
! wB97M-V def2-TZVPD RIJCOSX def2/J DEFGRID3
* xyz 0 1
C -1.706 -1.027 -0.830
C 1.861 0.014 -0.185
C -0.579 1.027 0.095
N 2.040 -1.265 0.040
N -0.657 1.151 1.491
C 1.510 1.203 -0.344
O -0.592 -0.488 -0.150
O -1.329 1.696 -0.614
H 2.430 -1.620 0.901
H 1.699 -1.884 -0.688
H -0.850 2.089 1.808
H 0.038 0.610 1.992
H 2.133 2.072 -0.414
H -1.354 -1.832 -1.483
H -2.452 -1.481 -0.171
H -2.192 -0.265 -1.447
*
```

Calculated values
Energy above the lowest of the compared OMol25 structures with the same formula, charge and spin: 484.7 kJ/mol
DFT total energy: -11349.0888 eV
HOMO-LUMO gap: 9.46 eV
Highest occupied orbital energy: -0.331 Eh

***

Molecular formula: C23H33BF4N3S2Si2Ti
Method: DFT, ωB97M-V/def2-TZVPD

Geometry as ORCA input:
```
! wB97M-V def2-TZVPD RIJCOSX def2/J DEFGRID3
* xyz 1 1
Ti 0.097 0.601 -0.315
C 1.331 -2.793 -0.522
C -0.146 -2.599 -0.514
N -0.741 -1.437 -0.384
C -2.114 -1.537 -0.452
C -2.574 -2.793 -0.658
S -1.254 -3.878 -0.742
C -2.824 -0.282 -0.253
C -4.150 -0.053 -0.150
S -4.422 1.605 0.156
C -2.750 1.925 0.132
N -2.026 0.842 -0.098
C -2.253 3.313 0.352
H 1.822 -1.881 -0.857
H 1.617 -3.609 -1.184
H 1.693 -3.026 0.477
H -3.592 -3.134 -0.756
H -4.956 -0.765 -0.222
H -3.075 3.958 0.655
H -1.815 3.709 -0.563
H -1.483 3.332 1.121
C 3.468 0.891 -0.400
Si 2.846 0.799 1.376
C 3.978 -0.397 2.268
C 2.998 2.513 2.119
C 1.002 0.313 1.452
Si 0.401 -0.743 2.918
C -1.433 -1.165 2.840
C 1.306 -2.363 3.207
C 0.641 0.365 4.413
H 4.446 1.380 -0.341
H 2.876 1.493 -1.091
H 3.640 -0.093 -0.846
H 5.003 -0.080 2.051
H 3.881 -1.431 1.932
H 3.858 -0.373 3.353
H 4.044 2.827 2.135
H 2.625 2.552 3.145
H 2.440 3.245 1.529
H 0.589 1.291 1.774
H -1.683 -1.949 2.122
H -2.074 -0.299 2.651
H -1.702 -1.547 3.829
H 1.362 -3.009 2.332
H 0.745 -2.916 3.966
H 2.320 -2.232 3.586
H 0.049 1.280 4.329
H 1.688 0.656 4.536
H 0.332 -0.144 5.329
F 2.052 3.746 -2.065
B 0.889 4.276 -1.729
F 0.300 2.425 -0.406
F 0.795 5.101 -0.705
F -0.166 4.073 -2.510
C 0.759 0.275 -2.288
C -0.344 -0.325 -3.064
C -0.336 -1.653 -3.502
C -1.450 -2.213 -4.096
C -2.607 -1.452 -4.271
C -2.613 -0.110 -3.902
C -1.490 0.443 -3.314
C -3.789 -2.056 -4.814
N -4.752 -2.550 -5.201
H 0.843 1.339 -2.538
H 1.743 -0.175 -2.409
H 0.559 -2.252 -3.377
H -1.436 -3.244 -4.425
H -3.495 0.492 -4.078
H -1.493 1.495 -3.047
*
```

Calculated values
Energy above the lowest of the compared OMol25 structures with the same formula, charge and spin: 4.4 kJ/mol
DFT total energy: -100948.6056 eV
HOMO-LUMO gap: 7.61 eV
Highest occupied orbital energy: -0.423 Eh

***

Molecular formula: C12H18CeCl2N2
Method: DFT, ωB97M-V/def2-TZVPD

Geometry as ORCA input:
```
! wB97M-V def2-TZVPD RIJCOSX def2/J DEFGRID3
* xyz 0 1
Ce 0.163 2.156 0.400
Cl 2.629 1.701 0.901
Cl -0.776 4.263 -0.682
C -0.166 2.922 2.332
H -0.357 4.007 2.416
H -0.134 2.323 3.255
C 0.074 -0.027 -1.931
C 0.602 1.115 -2.266
H -0.995 -0.117 -1.696
C 2.045 1.290 -2.702
H -0.011 2.033 -2.345
C 2.753 -0.057 -2.952
H 2.102 1.908 -3.611
H 2.609 1.840 -1.930
C 2.351 -1.111 -1.922
H 2.484 -0.411 -3.954
H 3.840 0.085 -2.942
C 0.827 -1.328 -1.911
H 2.861 -2.058 -2.135
H 2.669 -0.778 -0.926
H 0.560 -1.938 -2.788
H 0.543 -1.927 -1.034
N -2.859 -2.705 3.364
C -2.316 -1.741 2.581
C -1.080 -1.151 2.918
C -0.570 -0.148 2.098
N -1.244 0.306 1.004
C -2.436 -0.274 0.664
C -2.992 -1.295 1.419
H -2.401 -3.022 4.206
H -3.744 -3.134 3.133
H -0.541 -1.463 3.812
H 0.371 0.371 2.338
H -2.925 0.109 -0.235
H -3.938 -1.745 1.118
*
```

Calculated values
Energy above the lowest of the compared OMol25 structures with the same formula, charge and spin: 0.0 kJ/mol
DFT total energy: -53689.6851 eV
HOMO-LUMO gap: 6.65 eV
Highest occupied orbital energy: -0.245 Eh

***

Molecular formula: C5H9NO
Method: DFT, ωB97M-V/def2-TZVPD

Geometry as ORCA input:
```
! wB97M-V def2-TZVPD RIJCOSX def2/J DEFGRID3
* xyz 0 1
C 0.593 0.227 -1.980
C 0.827 -0.838 -0.935
N 1.532 -0.548 0.307
C 0.098 -0.828 0.359
C -0.856 0.292 0.677
C -1.316 0.514 2.046
O -0.343 1.366 1.465
H -0.253 -0.041 -2.625
H 1.475 0.340 -2.619
H 0.380 1.200 -1.524
H 1.081 -1.816 -1.346
H 1.671 0.456 0.418
H -0.144 -1.782 0.824
H -1.507 0.630 -0.130
H -2.289 0.969 2.229
H -0.953 -0.142 2.835
*
```

Calculated values
Energy above the lowest of the compared OMol25 structures with the same formula, charge and spin: 288.5 kJ/mol
DFT total energy: -8866.2222 eV
HOMO-LUMO gap: 10.50 eV
Highest occupied orbital energy: -0.345 Eh

***

Molecular formula: C6H14Br4ClFO2P2
Method: DFT, ωB97M-V/def2-TZVPD

Geometry as ORCA input:
```
! wB97M-V def2-TZVPD RIJCOSX def2/J DEFGRID3
* xyz 0 1
O 1.662 0.164 3.829
C 1.119 0.934 3.030
F -0.255 0.748 2.654
C 1.986 2.137 2.385
P 2.676 1.449 0.717
P 3.428 0.498 -1.167
O 4.259 -0.946 -0.726
Cl 1.615 0.019 -2.227
H 1.246 2.997 2.246
H 2.797 2.488 3.105
H 3.270 2.705 0.367
H 3.450 0.501 1.503
H 1.319 1.123 0.342
H 3.888 -1.732 -1.185
Br 0.195 -1.858 0.245
C -1.281 -2.455 -0.877
C -1.610 -3.905 -0.623
Br -0.311 -5.085 -1.471
H -0.998 -2.251 -1.910
H -2.122 -1.817 -0.603
H -2.568 -4.166 -1.075
H -1.630 -4.163 0.436
Br -0.550 1.791 -0.901
C -2.440 2.263 -0.995
C -3.308 1.032 -1.066
Br -3.276 0.245 -2.850
H -2.561 2.926 -1.851
H -2.640 2.821 -0.078
H -4.353 1.287 -0.887
H -3.005 0.251 -0.368
*
```

Calculated values
DFT total energy: -324529.4239 eV
HOMO-LUMO gap: 8.11 eV
Highest occupied orbital energy: -0.288 Eh

***

Molecular formula: C5H13N2
Method: DFT, ωB97M-V/def2-TZVPD

Geometry as ORCA input:
```
! wB97M-V def2-TZVPD RIJCOSX def2/J DEFGRID3
* xyz 1 1
C -1.132 1.514 -0.431
C -0.844 1.109 0.996
C -0.027 0.581 -0.122
C 1.553 -1.428 0.312
C 1.007 -0.345 -0.574
N -1.580 -1.151 -0.180
N 1.416 1.040 -0.242
H -2.019 1.135 -0.905
H -0.873 2.517 -0.737
H -0.382 1.836 1.649
H -1.535 0.454 1.496
H 1.094 -1.393 1.300
H 2.632 -1.324 0.415
H 1.352 -2.398 -0.135
H 1.056 -0.552 -1.639
H -2.539 -1.136 0.161
H -1.170 -2.006 0.188
H 1.950 1.171 0.617
H -1.657 -1.298 -1.186
H 1.698 1.674 -0.986
*
```

Calculated values
Energy above the lowest of the compared OMol25 structures with the same formula, charge and spin: 330.5 kJ/mol
DFT total energy: -8367.3845 eV
HOMO-LUMO gap: 11.23 eV
Highest occupied orbital energy: -0.519 Eh

***

Molecular formula: C21H28N2O2
Method: DFT, ωB97M-V/def2-TZVPD

Geometry as ORCA input:
```
! wB97M-V def2-TZVPD RIJCOSX def2/J DEFGRID3
* xyz 0 1
C 0.709 0.810 -2.092
H -0.243 0.695 -1.584
H 0.832 1.848 -2.390
H 0.708 0.199 -2.991
C 1.840 0.353 -1.180
N 1.791 0.951 0.141
C 2.856 0.443 0.984
C 2.644 0.882 2.448
N 1.800 2.050 2.588
C 2.048 2.980 1.515
C 1.809 2.402 0.103
H 0.840 2.732 -0.275
H 2.593 2.778 -0.581
H 3.097 3.284 1.609
H 1.430 3.867 1.667
C 0.412 1.815 2.950
C -0.453 1.046 1.978
C -0.453 -0.335 1.957
C -1.252 -1.035 1.066
C -2.079 -0.364 0.184
C -2.097 1.047 0.204
C -1.291 1.726 1.098
H -1.308 2.805 1.130
O -2.942 1.635 -0.696
C -2.995 3.037 -0.741
H -3.342 3.460 0.208
H -3.711 3.279 -1.524
H -2.021 3.471 -0.996
O -2.917 -0.951 -0.722
C -3.005 -2.357 -0.739
C -1.756 -3.045 -1.239
C -0.977 -2.439 -2.214
C 0.170 -3.057 -2.676
C 0.543 -4.293 -2.176
C -0.237 -4.908 -1.212
C -1.380 -4.286 -0.742
H -1.983 -4.766 0.016
H 0.048 -5.874 -0.821
H 1.438 -4.777 -2.537
H 0.774 -2.576 -3.432
H -1.278 -1.477 -2.602
H -3.833 -2.564 -1.428
H -3.282 -2.742 0.253
H -1.214 -2.113 1.066
H 0.167 -0.891 2.643
H -0.030 2.800 3.127
H 0.432 1.281 3.906
H 3.622 1.124 2.888
H 2.212 0.069 3.030
H 2.849 -0.647 0.921
H 3.844 0.792 0.625
H 1.761 -0.729 -1.041
H 2.810 0.565 -1.674
*
```

Calculated values
Energy above the lowest of the compared OMol25 structures with the same formula, charge and spin: 338.3 kJ/mol
DFT total energy: -29305.4062 eV
HOMO-LUMO gap: 8.48 eV
Highest occupied orbital energy: -0.281 Eh

***

Molecular formula: C4H9N2O2
Method: DFT, ωB97M-V/def2-TZVPD

Geometry as ORCA input:
```
! wB97M-V def2-TZVPD RIJCOSX def2/J DEFGRID3
* xyz 1 1
C -0.009 1.235 -1.174
C -1.713 -0.934 0.182
C -0.405 -0.119 0.790
C 1.785 -0.237 -0.594
N -2.635 0.025 -0.197
N 0.508 0.437 -0.319
O 0.528 2.001 -1.979
O -3.039 0.864 0.714
H -1.497 -1.566 -0.664
H -2.032 -1.528 1.066
H -0.812 0.818 1.270
H 0.219 -0.771 1.340
H 2.392 -0.533 0.314
H 2.390 0.590 -1.133
H 1.738 -1.185 -1.139
H 1.535 1.870 -2.072
H -3.581 1.468 0.313
*
```

Calculated values
Energy above the lowest of the compared OMol25 structures with the same formula, charge and spin: 674.9 kJ/mol
DFT total energy: -11355.9726 eV
HOMO-LUMO gap (spin up / spin down): 9.99 / 6.08 eV
Highest occupied orbital energy (spin up / spin down): -0.522 / -0.461 Eh